# 1
The following is a DFT calculation (ωB97M-V/def2-TZVPD) of one molecule with the formula C5H9N.

Its structure (SMILES) is C=C/C=C/NC. The calculation puts the gap between HOMO and LUMO at 7.168 eV. The highest occupied orbital energy is -0.2668 Eh. The energy above the lowest of the compared OMol25 structures with the same formula, charge and spin comes out at 6.085 eV.

Geometry as ORCA input:
```
! RIJCOSX wB97M-V def2-TZVPD def2/J DEFGRID3
* xyz 0 1
C -2.408 -0.299 0.067
N -1.438 0.554 -0.651
C -0.164 -0.099 -0.902
C 0.612 -0.676 0.090
C 1.859 -0.304 0.674
C 2.615 0.728 0.271
H -3.082 0.396 0.582
H -3.007 -0.857 -0.646
H -1.997 -0.929 0.857
H -1.149 1.293 -0.026
H 0.318 0.090 -1.869
H -0.264 -1.372 -0.215
H 2.299 -0.831 1.517
H 3.300 1.168 0.967
H 2.507 1.137 -0.716
*
```

# 2
The following is a DFT calculation (ωB97M-V/def2-TZVPD) of a 2-piece molecular cluster, C6H13OS overall.

The calculation puts the gap between HOMO and LUMO at 6.015 eV. The highest occupied orbital energy is -0.0894 Eh. The energy above the lowest of the compared OMol25 structures with the same formula, charge and spin comes out at 0.775 eV.

Geometry as ORCA input:
```
! RIJCOSX wB97M-V def2-TZVPD def2/J DEFGRID3
* xyz -1 1
C -3.161 -0.226 -0.075
C -3.007 1.276 -0.280
C -1.566 1.504 -0.673
S -0.354 1.049 0.587
H -2.861 -0.736 -1.001
H -4.156 -0.622 0.241
H -2.381 -0.495 0.661
H -3.683 1.694 -1.033
H -3.148 1.834 0.682
H -1.409 2.567 -0.920
H -1.343 0.940 -1.603
C 1.937 -1.082 1.845
C 2.202 -1.621 0.460
C 2.266 -0.767 -0.567
O 2.573 -1.310 -1.808
H 2.641 -1.500 2.585
H 1.976 0.014 1.842
H 0.909 -1.339 2.145
H 2.315 -2.695 0.287
H 1.962 0.299 -0.516
H 2.236 -0.777 -2.553
*
```

# 3
The following is a DFT calculation (ωB97M-V/def2-TZVPD) of a 11-piece molecular cluster, C37H56ClN3O34P overall.

The calculation puts the gap between HOMO and LUMO at 6.298 eV. The highest occupied orbital energy is -0.1833 Eh.

Geometry as ORCA input:
```
! RIJCOSX wB97M-V def2-TZVPD def2/J DEFGRID3
* xyz -1 1
C -0.094 7.057 -4.827
C -0.947 5.652 -4.515
N -0.014 4.596 -3.966
P -0.732 2.965 -3.954
N -1.740 3.600 -2.620
C -2.450 2.515 -2.093
O -2.983 1.690 -1.158
O 0.332 2.245 -5.181
C 1.217 1.172 -4.619
N 0.608 -0.148 -5.013
C 1.394 1.615 -3.065
Cl 3.177 2.248 -3.073
C 1.454 0.538 -1.846
O 0.664 -0.684 -2.008
C -0.710 -0.558 -1.507
O 0.428 2.650 -2.646
H 0.312 7.437 -3.771
H 0.800 6.798 -5.555
H -0.790 7.916 -5.230
H -1.432 5.363 -5.560
H -1.814 5.971 -3.794
H 0.366 4.835 -3.024
H -1.681 3.223 -5.039
H -1.179 1.608 -3.767
H 2.315 1.094 -5.016
H -0.386 -0.229 -4.701
H 0.583 -0.274 -6.053
H 1.062 1.104 -0.870
H 2.573 0.225 -1.574
H -0.837 0.088 -0.541
H -1.223 -1.608 -1.281
H -1.348 -0.078 -2.380
C -4.452 5.861 -1.538
C -5.631 6.512 -0.892
O -5.356 7.894 -1.031
C -4.505 8.024 -2.090
O -4.195 9.090 -2.597
O -4.048 6.808 -2.509
H -4.709 4.908 -2.010
H -3.626 5.699 -0.837
H -6.570 6.285 -1.408
H -5.730 6.241 0.162
C -1.152 -1.380 3.913
C -0.900 -0.245 2.975
O -0.916 -0.864 1.703
C -1.649 -2.010 1.829
O -2.009 -2.703 0.892
O -1.925 -2.277 3.139
H -1.700 -1.068 4.807
H -0.229 -1.882 4.220
H -1.692 0.511 3.010
H 0.063 0.240 3.158
C 1.788 -3.305 -0.519
C 0.765 -4.167 0.146
O 1.544 -5.063 0.916
C 2.743 -4.450 1.144
O 3.592 -4.864 1.915
O 2.866 -3.314 0.398
H 1.429 -2.286 -0.685
H 2.131 -3.721 -1.472
H 0.112 -3.600 0.818
H 0.147 -4.711 -0.574
C 1.029 9.783 -1.335
C 0.679 11.217 -1.568
O 1.039 11.424 -2.921
C 1.017 10.202 -3.529
O 1.112 10.030 -4.733
O 0.875 9.198 -2.614
H 0.367 9.305 -0.608
H 2.067 9.654 -1.010
H -0.393 11.409 -1.454
H 1.233 11.893 -0.911
C -2.469 -0.423 7.820
C -3.648 0.229 8.466
O -3.373 1.610 8.328
C -2.522 1.741 7.268
O -2.212 2.806 6.761
O -2.065 0.525 6.849
H -2.726 -1.375 7.349
H -1.644 -0.584 8.521
H -4.587 0.002 7.950
H -3.748 -0.043 9.521
C 6.066 -6.125 4.787
C 4.577 -6.192 4.691
O 4.203 -6.849 5.887
C 5.213 -6.646 6.784
O 5.149 -6.929 7.969
O 6.302 -6.085 6.182
H 6.476 -5.236 4.299
H 6.552 -7.015 4.372
H 4.114 -5.199 4.674
H 4.240 -6.756 3.817
C -5.224 4.559 -6.179
C -6.466 5.259 -6.627
O -7.272 5.268 -5.464
C -6.429 5.158 -4.396
O -6.768 5.302 -3.233
O -5.158 4.865 -4.799
H -4.332 4.918 -6.699
H -5.291 3.472 -6.296
H -6.275 6.293 -6.934
H -6.968 4.733 -7.443
C -4.812 0.545 -9.472
C -4.527 0.595 -8.006
O -4.869 1.922 -7.653
C -5.760 2.364 -8.588
O -6.391 3.404 -8.500
O -5.852 1.491 -9.633
H -5.136 -0.447 -9.799
H -3.954 0.856 -10.076
H -5.155 -0.096 -7.433
H -3.477 0.392 -7.779
C 7.356 -10.935 2.542
C 6.177 -10.284 3.188
O 6.452 -8.903 3.049
C 7.303 -8.772 1.990
O 7.613 -7.707 1.483
O 7.760 -9.988 1.571
H 7.099 -11.888 2.070
H 8.182 -11.097 3.243
H 5.238 -10.511 2.672
H 6.077 -10.555 4.243
C 5.019 -9.738 10.741
C 5.742 -9.546 9.448
O 6.413 -10.778 9.265
C 5.725 -11.715 9.981
O 5.926 -12.917 9.914
O 4.784 -11.133 10.780
H 4.076 -9.185 10.777
H 5.628 -9.458 11.607
H 5.059 -9.387 8.607
H 6.454 -8.718 9.488
*
```

# 4
The following is a DFT calculation (ωB97M-V/def2-TZVPD) of a 2-piece molecular cluster, C25H20N2O4 overall.

The calculation puts the gap between HOMO and LUMO at 4.374 eV. The highest occupied orbital energy is -0.2491 Eh. The energy above the lowest of the compared OMol25 structures with the same formula, charge and spin comes out at 8.316 eV.

Geometry as ORCA input:
```
! RIJCOSX wB97M-V def2-TZVPD def2/J DEFGRID3
* xyz 0 1
C 1.384 -0.639 1.527
N 1.974 -1.755 0.942
O 1.350 -2.864 0.911
O 3.134 -1.648 0.438
C 2.286 0.340 2.082
C 3.471 0.711 1.406
C 4.317 1.666 1.944
C 4.006 2.264 3.177
C 4.856 3.290 3.719
N 5.516 4.146 4.173
C 2.857 1.868 3.888
C 2.012 0.909 3.351
H 0.362 -0.708 1.896
H 3.694 0.209 0.478
H 5.224 1.937 1.409
H 2.658 2.318 4.865
H 1.133 0.554 3.896
C -2.228 5.153 0.847
C -1.208 4.150 1.393
C -1.446 2.938 0.546
C -2.458 3.252 -0.394
O -2.936 4.517 -0.284
C -2.873 2.332 -1.374
C -2.234 1.117 -1.418
C -1.246 0.710 -0.445
C -0.630 -0.568 -0.485
C -1.130 -1.692 -1.212
C -0.231 -2.720 -1.629
C -0.665 -3.759 -2.416
C -2.026 -3.833 -2.809
O -2.308 -4.894 -3.611
C -1.052 -5.668 -3.770
C 0.052 -4.942 -2.996
C -2.960 -2.882 -2.365
C -2.519 -1.871 -1.552
C -0.845 1.695 0.514
H -2.988 5.420 1.593
H -1.763 6.071 0.469
H -0.188 4.540 1.283
H -1.381 3.957 2.458
H -3.658 2.614 -2.068
H -2.470 0.436 -2.236
H 0.378 -0.653 -0.097
H 0.810 -2.694 -1.326
H -1.242 -6.674 -3.378
H -0.843 -5.734 -4.844
H 0.870 -4.645 -3.664
H 0.476 -5.587 -2.216
H -3.997 -2.978 -2.690
H -3.244 -1.164 -1.148
H -0.051 1.457 1.219
*
```

# 5
The following is a DFT calculation (ωB97M-V/def2-TZVPD) of one molecule with the formula C8H11Cl3Si.

Its structure (SMILES) is CC1=CC=C[C@H]([Si](Cl)(Cl)Cl)[C@H]1C. The calculation puts the gap between HOMO and LUMO at 8.593 eV. The highest occupied orbital energy is -0.2965 Eh. The energy above the lowest of the compared OMol25 structures with the same formula, charge and spin comes out at 0.000 eV.

Geometry as ORCA input:
```
! RIJCOSX wB97M-V def2-TZVPD def2/J DEFGRID3
* xyz 0 1
C -1.441 -0.767 0.938
C -1.273 0.302 1.715
C -0.577 -1.080 -0.242
C -0.207 1.257 1.505
C 0.333 0.143 -0.638
C 0.577 1.222 0.424
C -0.334 0.894 -1.803
C 1.765 2.112 0.258
Si 0.049 -2.995 -0.089
Cl 1.159 -3.400 -1.740
Cl 1.072 -3.466 1.572
Cl -1.651 -4.089 -0.202
H -2.237 -1.472 1.137
H -1.928 0.462 2.559
H -1.267 -1.188 -1.093
H -0.058 2.001 2.275
H 1.303 -0.228 -0.984
H -0.491 0.242 -2.660
H 0.286 1.729 -2.120
H -1.295 1.291 -1.479
H 2.543 1.617 -0.318
H 2.170 2.374 1.235
H 1.500 3.039 -0.248
*
```

# 6
The following is a DFT calculation (ωB97M-V/def2-TZVPD) of a 3-piece molecular cluster, C6H14O2 overall.

Its structure (SMILES) is C=C(C)/C=C/C.O.O. The calculation puts the gap between HOMO and LUMO at 9.300 eV. The highest occupied orbital energy is -0.3244 Eh. The energy above the lowest of the compared OMol25 structures with the same formula, charge and spin comes out at 1.846 eV.

Geometry as ORCA input:
```
! RIJCOSX wB97M-V def2-TZVPD def2/J DEFGRID3
* xyz 0 1
C 2.169 1.722 -0.742
C 0.694 2.035 -0.791
C 0.250 3.262 -1.032
C -2.127 -0.213 0.567
C -1.322 0.998 0.179
C -0.229 0.894 -0.574
H 2.722 2.464 -1.310
H 2.490 1.696 0.292
H 2.384 0.733 -1.152
H 0.927 4.085 -1.231
H -0.802 3.490 -1.070
H -1.865 -0.586 1.562
H -2.025 -1.045 -0.128
H -3.176 0.069 0.694
H -1.647 1.928 0.625
H 0.019 -0.058 -1.030
H -0.581 -4.952 1.336
H -1.237 -3.788 0.601
O -1.325 -4.731 0.771
H 2.161 -2.687 1.377
H 1.127 -2.358 0.177
O 1.392 -2.960 0.876
*
```

# 7
The following is a DFT calculation (ωB97M-V/def2-TZVPD) of C20H49FeGeNO3Se2Si3 as an isolated structure.

The calculation puts the gap between HOMO and LUMO (spin up / spin down) at 5.956 / 6.393 eV. The highest occupied orbital energy (spin up / spin down) is -0.2599 / -0.2648 Eh. The expectation value of S² is 6.2308. The energy above the lowest of the compared OMol25 structures with the same formula, charge and spin comes out at 0.000 eV.

Geometry as ORCA input:
```
! RIJCOSX wB97M-V def2-TZVPD def2/J DEFGRID3
* xyz 0 5
Fe 0.697 1.134 -0.406
O 1.828 -0.986 2.017
C 3.037 -0.607 2.629
C 3.130 0.914 2.656
C 4.122 1.228 3.807
O 4.431 2.605 3.962
C 1.796 1.526 3.079
Se 0.339 1.928 1.827
C 3.732 1.496 1.375
Se 3.116 0.885 -0.380
H 1.752 -1.931 2.063
H 3.905 -1.026 2.105
H 3.053 -0.983 3.662
H 5.039 0.642 3.654
H 3.682 0.912 4.757
H 4.921 2.898 3.189
H 2.004 2.521 3.471
H 1.384 0.940 3.900
H 4.799 1.258 1.367
H 3.638 2.581 1.392
C -0.650 2.115 -3.887
C 0.677 1.521 -3.414
C 1.690 2.653 -3.262
C 1.198 0.534 -4.459
O 0.478 0.792 -2.196
H -0.537 2.529 -4.893
H -0.978 2.922 -3.228
H -1.434 1.358 -3.922
H 1.758 3.220 -4.197
H 2.678 2.270 -3.021
H 1.393 3.342 -2.470
H 1.356 1.030 -5.423
H 0.488 -0.284 -4.609
H 2.147 0.107 -4.129
C -0.938 -4.110 -0.787
Si 0.427 -2.830 -0.532
C 1.328 -2.465 -2.121
C 1.627 -3.649 0.667
Ge -0.755 -0.883 0.229
Si -1.786 -1.133 2.373
C -2.704 -2.786 2.367
C -0.678 -1.235 3.880
C -3.050 0.234 2.623
Si -2.537 -0.654 -1.376
C -2.009 -1.292 -3.059
C -3.199 1.093 -1.504
C -3.968 -1.746 -0.826
H -0.459 -5.035 -1.134
H -1.684 -3.826 -1.536
H -1.466 -4.342 0.141
H 1.907 -3.342 -2.433
H 2.007 -1.621 -1.984
H 0.634 -2.203 -2.922
H 1.825 -4.655 0.279
H 1.225 -3.780 1.679
H 2.583 -3.121 0.706
H -2.009 -3.628 2.299
H -3.457 -2.894 1.584
H -3.214 -2.869 3.335
H -0.057 -2.134 3.858
H -1.333 -1.304 4.758
H -0.024 -0.370 3.988
H -3.864 0.163 1.894
H -2.594 1.221 2.540
H -3.487 0.143 3.624
H -1.156 -0.749 -3.462
H -2.860 -1.176 -3.743
H -1.750 -2.355 -3.038
H -2.398 1.814 -1.664
H -3.742 1.358 -0.591
H -3.894 1.162 -2.349
H -3.679 -2.786 -0.641
H -4.701 -1.752 -1.644
H -4.472 -1.366 0.068
C -2.014 5.197 -0.352
C -1.132 4.067 -0.587
N -0.447 3.169 -0.760
H -2.696 4.943 0.458
H -2.586 5.412 -1.253
H -1.430 6.071 -0.071
*
```

# 8
The following is a DFT calculation (ωB97M-V/def2-TZVPD) of C15H24BO2Pt as an isolated structure.

The calculation puts the gap between HOMO and LUMO (spin up / spin down) at 6.288 / 6.301 eV. The highest occupied orbital energy (spin up / spin down) is -0.6907 / -0.6899 Eh.

Geometry as ORCA input:
```
! RIJCOSX wB97M-V def2-TZVPD def2/J DEFGRID3
* xyz 3 1
Pt -0.350 0.305 -0.868
C 2.788 0.729 -2.563
C 1.335 0.374 -2.623
C 0.343 1.334 -2.899
C -1.018 1.002 -3.123
C -2.004 2.069 -3.472
C -1.417 -0.346 -2.987
C -0.501 -1.333 -2.594
C -0.921 -2.762 -2.455
C 0.870 -0.944 -2.359
H 3.107 0.918 -1.537
H 2.990 1.624 -3.147
H 3.393 -0.088 -2.954
H 0.639 2.375 -2.975
H -2.447 2.498 -2.567
H -2.818 1.660 -4.069
H -1.525 2.877 -4.022
H -2.447 -0.630 -3.166
H -1.340 -2.949 -1.465
H -0.082 -3.440 -2.603
H -1.698 -3.000 -3.181
H 1.581 -1.715 -2.088
C -2.239 1.549 2.888
C -0.806 1.865 2.799
C -0.207 2.964 3.558
O -0.032 1.188 2.038
B -0.051 0.068 1.158
O 0.063 -1.131 1.919
C 0.925 -1.891 2.476
C 2.363 -1.606 2.367
C 0.420 -3.054 3.208
H -2.788 2.412 2.489
H -2.540 1.486 3.937
H -2.523 0.645 2.355
H -0.707 3.892 3.248
H 0.866 3.046 3.415
H -0.456 2.857 4.619
H 2.585 -0.652 1.895
H 2.816 -2.426 1.797
H 2.826 -1.659 3.357
H -0.664 -3.113 3.218
H 0.822 -3.047 4.227
H 0.850 -3.952 2.746
*
```

Number 1: electronic energy -250.44331 a.u.. Number 2: electronic energy -709.82780 a.u.. Number 3: electronic energy -4967.39192 a.u.. Number 4: electronic energy -1374.92226 a.u.. Number 5: electronic energy -1981.64280 a.u.. Number 6: electronic energy -387.43967 a.u.. Number 7: electronic energy -10083.96070 a.u.. Number 8: electronic energy -879.54599 a.u..